1.
Density functional theory data (wB97M-V/def2-TZVPD) for one molecule with the formula C5H8N2.

Calculated values
LUMO	0.90	eV
Kohn-Sham gap	10.47	eV
F_max	0.8	eV Å⁻¹
total energy	-304.784285	Eh
energy above the lowest of the compared OMol25 structures with the same formula, charge and spin	32.1	kcal per mole
2S+1	1
highest occupied orbital energy	-0.352	hartree

XYZ file:
```
15
Properties=species:S:1:pos:R:3:forces:R:3
H 0.894 -0.668 -1.608 0.0 0.0 0.1
H 2.286 0.236 -0.986 -0.1 -0.1 0.0
C 1.461 -0.428 -0.702 0.0 -0.1 0.0
H -0.764 -0.404 1.953 0.1 0.0 -0.1
N -1.455 -2.764 0.089 0.3 0.8 0.1
N -1.506 0.756 0.332 -0.2 0.0 -0.2
C 0.606 0.280 0.335 0.1 0.0 0.0
C -0.296 1.411 -0.207 0.2 0.3 -0.2
H -0.274 1.509 -1.299 0.0 -0.1 0.1
C -0.711 -0.371 0.860 0.0 -0.2 0.2
H 1.235 0.587 1.174 -0.1 0.0 -0.1
H -2.170 0.476 -0.381 0.0 0.0 0.1
H -0.128 2.404 0.222 0.0 -0.1 0.0
C -1.099 -1.708 0.396 -0.1 -0.6 -0.2
H 1.896 -1.356 -0.320 -0.1 0.1 0.0
```
Positions in Å, forces in eV/Å.



2.
Density functional theory data (wB97M-V/def2-TZVPD) for one molecule with the formula C5H8N2.

Calculated values
LUMO	0.85	eV
Kohn-Sham gap	9.76	eV
F_max	13.1	eV Å⁻¹
total energy	-304.709587	Eh
energy above the lowest of the compared OMol25 structures with the same formula, charge and spin	79.0	kcal per mole
2S+1	1
highest occupied orbital energy	-0.327	hartree

XYZ file:
```
15
Properties=species:S:1:pos:R:3:forces:R:3
H -1.506 1.134 -1.222 -1.1 -2.6 -3.1
C 0.065 -1.057 1.214 -0.9 -0.7 -0.5
C -1.604 1.310 -0.232 4.0 3.2 2.7
H -2.100 0.819 0.604 -0.8 0.0 -1.1
N 0.472 -0.155 0.265 -1.4 0.6 0.4
H 0.246 1.616 0.887 3.0 6.2 11.1
H -0.734 -0.809 2.090 2.5 -0.7 -2.3
H 1.948 -2.856 -0.854 -2.5 1.6 1.5
N 0.506 -2.259 0.801 -1.1 0.0 2.8
H 1.473 -0.164 -1.607 -0.1 -1.7 1.5
C -0.025 1.208 0.153 -3.0 -4.9 -11.6
H 0.658 1.689 -0.635 -1.3 -0.6 0.6
C 1.186 -2.070 -0.326 3.6 -4.9 -1.9
C 1.179 -0.825 -0.711 -0.5 5.4 -1.8
H -1.762 2.421 -0.426 -0.4 -0.9 1.5
```
Positions in Å, forces in eV/Å.



3.
Density functional theory data (wB97M-V/def2-TZVPD) for C5H8N2 as an isolated structure.

Calculated values
LUMO	0.89	eV
Kohn-Sham gap	10.75	eV
F_max	3.3	eV Å⁻¹
total energy	-304.739737	Eh
energy above the lowest of the compared OMol25 structures with the same formula, charge and spin	60.1	kcal per mole
2S+1	1
highest occupied orbital energy	-0.362	hartree

XYZ file:
```
15
Properties=species:S:1:pos:R:3:forces:R:3
H 1.122 -1.157 -1.014 3.0 -1.2 -0.3
C 0.161 0.995 -1.217 0.0 -0.3 0.2
H 0.155 -2.449 -0.077 0.3 0.1 -0.6
C 0.613 -1.461 -0.145 -2.0 1.3 -1.4
H -0.527 1.840 -1.060 0.1 -0.3 0.0
H -1.351 -0.909 1.242 0.0 0.2 0.3
N 0.746 -0.909 1.210 0.0 0.3 -0.1
C -0.547 -0.228 0.952 -0.5 0.4 0.5
H 1.513 -0.253 1.320 -0.1 0.0 -0.2
H -1.306 -0.605 -1.142 -0.1 0.0 0.4
H 1.121 1.296 -0.775 -0.2 -0.2 0.0
C -0.430 -0.287 -0.570 -0.4 -0.2 0.5
H 0.312 0.918 -2.303 -0.1 -0.3 0.3
C -0.728 1.074 1.570 -0.2 1.1 0.6
N -0.853 2.135 2.008 0.1 -0.8 -0.3
```
Positions in Å, forces in eV/Å.



4.
Density functional theory data (wB97M-V/def2-TZVPD) for a 2-piece molecular cluster, C5H8N2 overall.

Calculated values
LUMO	-0.07	eV
Kohn-Sham gap	9.76	eV
F_max	1.1	eV Å⁻¹
total energy	-304.760548	Eh
energy above the lowest of the compared OMol25 structures with the same formula, charge and spin	47.0	kcal per mole
2S+1	1
highest occupied orbital energy	-0.361	hartree

XYZ file:
```
15
Properties=species:S:1:pos:R:3:forces:R:3
H -0.324 0.440 1.792 -0.1 0.0 -0.1
C 1.745 -0.783 -0.290 -0.2 -0.3 -0.1
N 2.706 1.577 -0.836 -0.4 -0.9 0.2
H -1.372 1.636 -0.831 0.1 0.0 0.1
H -1.053 -1.678 0.625 -0.1 0.2 0.0
H -2.042 -0.735 -0.506 0.0 0.0 0.2
C -1.666 -0.774 0.521 -0.1 0.0 0.0
C -0.883 0.462 0.856 0.0 0.2 -0.1
C 2.270 0.535 -0.593 0.4 1.0 -0.3
N 1.188 -1.554 -1.125 0.2 0.2 0.1
H -2.524 -0.883 1.194 0.1 0.0 -0.1
H 1.142 -1.119 -2.048 0.0 -0.1 0.0
H -0.225 2.418 0.396 -0.1 -0.1 0.0
C -0.819 1.558 0.102 -0.1 -0.2 0.2
H 1.855 -1.102 0.743 0.0 0.0 0.0
```
Positions in Å, forces in eV/Å.



5.
Density functional theory data (wB97M-V/def2-TZVPD) for a 2-piece molecular cluster, C5H8N2 overall.

Calculated values
LUMO	0.74	eV
Kohn-Sham gap	8.66	eV
F_max	3.9	eV Å⁻¹
total energy	-304.605469	Eh
energy above the lowest of the compared OMol25 structures with the same formula, charge and spin	144.3	kcal per mole
2S+1	1
highest occupied orbital energy	-0.291	hartree

XYZ file:
```
15
Properties=species:S:1:pos:R:3:forces:R:3
H -1.855 2.428 0.604 0.6 0.7 0.2
N 0.346 1.962 -0.033 1.6 -0.1 0.3
H -0.664 -2.175 -1.897 0.3 0.6 -0.3
C 1.040 -2.416 -0.514 -0.3 -0.7 1.4
H 1.002 2.601 2.189 0.9 -0.1 1.4
C 0.313 2.380 1.452 -2.8 0.3 -2.7
H 0.864 2.721 -0.479 -0.5 0.0 -0.5
H 0.552 -3.169 0.136 0.7 -0.1 -0.1
N -1.682 -0.240 0.121 -1.9 0.8 2.5
C -0.773 2.492 0.745 0.4 0.0 1.5
C -0.115 -1.679 -1.097 0.8 -1.2 -0.7
H 1.678 -1.815 0.159 -0.2 -0.1 -0.6
C -0.816 -0.869 -0.390 0.4 -0.6 -1.6
H 1.625 -2.953 -1.244 0.3 0.1 -0.2
H -1.513 0.734 0.248 -0.1 0.5 -0.5
```
Positions in Å, forces in eV/Å.



6.
Density functional theory data (wB97M-V/def2-TZVPD) for one molecule with the formula C5H8N2.

Calculated values
LUMO	0.35	eV
Kohn-Sham gap	9.94	eV
F_max	6.1	eV Å⁻¹
total energy	-304.753053	Eh
energy above the lowest of the compared OMol25 structures with the same formula, charge and spin	51.7	kcal per mole
2S+1	1
highest occupied orbital energy	-0.352	hartree

XYZ file:
```
15
Properties=species:S:1:pos:R:3:forces:R:3
H 0.770 -1.324 -2.409 -0.1 -0.9 -2.3
H 0.530 -1.452 1.653 0.5 -0.5 0.0
H 1.280 0.499 1.043 -0.3 0.0 -1.4
C 0.178 -0.146 -0.913 1.9 0.4 2.4
C -0.708 0.625 -1.677 0.3 -0.3 -0.9
C 0.916 -1.126 -1.415 -2.4 2.3 -0.2
H -1.014 -1.365 0.949 -1.0 -0.3 -0.2
N -1.332 1.322 -2.329 -1.0 0.7 -0.6
H 0.058 2.388 0.653 1.8 3.3 -1.2
N -0.428 1.598 0.797 -4.3 -4.3 -0.2
C 0.269 0.375 0.571 1.2 -1.4 1.0
C -0.282 -0.777 1.448 1.7 -0.7 -3.0
H -1.272 1.431 0.180 0.9 1.9 1.4
H 1.601 -1.632 -0.884 2.3 -1.7 1.9
H -0.565 -0.417 2.335 -1.5 1.4 3.4
```
Positions in Å, forces in eV/Å.



7.
Density functional theory data (wB97M-V/def2-TZVPD) for C5H8N2O as an isolated structure.

Calculated values
LUMO	0.91	eV
Kohn-Sham gap	9.79	eV
F_max	9.1	eV Å⁻¹
total energy	-379.813829	Eh
energy above the lowest of the compared OMol25 structures with the same formula, charge and spin	172.2	kcal per mole
2S+1	1
highest occupied orbital energy	-0.326	hartree

XYZ file:
```
16
Properties=species:S:1:pos:R:3:forces:R:3
N -0.658 -0.271 -0.386 4.9 1.9 -1.6
H 1.970 1.816 0.757 -0.6 -1.3 -1.5
H -3.905 0.016 -0.256 3.0 0.9 0.1
H 2.231 -1.690 0.404 0.7 -1.0 0.2
H 1.111 -1.534 -1.275 2.2 -0.6 2.4
H 1.214 1.761 -1.206 0.2 -0.7 4.1
C 0.233 0.580 0.530 -7.0 -1.2 5.7
H -0.118 -1.622 1.165 0.4 0.8 -0.5
H -0.416 0.715 1.666 2.3 0.8 -3.7
O 2.022 0.056 -0.567 4.5 1.9 -1.2
C 1.412 1.135 -0.013 0.4 4.9 -3.4
C 1.562 -1.120 -0.189 -2.2 -4.0 -4.7
H -2.327 1.317 -0.600 -1.3 -0.7 0.4
N -1.878 -0.548 -0.143 -2.5 -4.1 1.3
C -2.734 0.303 -0.286 -4.4 3.4 -1.1
C 0.281 -0.914 0.397 -0.7 -1.0 3.3
```
Positions in Å, forces in eV/Å.



8.
Density functional theory data (wB97M-V/def2-TZVPD) for C5H8N2O as an isolated structure.

Calculated values
LUMO	-0.14	eV
Kohn-Sham gap	8.37	eV
F_max	0.4	eV Å⁻¹
total energy	-379.931793	Eh
energy above the lowest of the compared OMol25 structures with the same formula, charge and spin	98.1	kcal per mole
2S+1	1
highest occupied orbital energy	-0.313	hartree

XYZ file:
```
16
Properties=species:S:1:pos:R:3:forces:R:3
C 0.733 -0.134 0.804 -0.2 -0.3 -0.2
C -1.097 0.786 -0.146 0.0 -0.2 0.2
N 0.249 -1.303 0.454 0.1 0.3 0.1
C -2.380 1.005 -0.295 0.1 -0.1 -0.1
H 2.785 0.457 0.722 -0.1 0.0 0.0
H 0.908 -2.074 0.513 0.0 0.1 0.1
H -2.917 1.548 0.474 0.1 0.0 0.0
H 0.497 -0.059 -2.175 0.0 0.0 0.0
H 2.450 -0.827 1.903 0.0 0.0 0.0
N 0.019 0.967 0.463 0.1 0.0 -0.1
H 1.970 0.851 2.230 0.0 0.0 -0.1
C 2.065 0.089 1.456 0.0 0.0 0.0
H -2.915 0.641 -1.161 0.1 0.0 0.0
C -0.532 -0.388 -1.878 -0.2 0.0 0.0
O -1.390 -0.592 -2.688 0.2 0.1 0.2
H -0.445 -0.966 -0.677 0.0 0.2 0.0
```
Positions in Å, forces in eV/Å.



9.
Density functional theory data (wB97M-V/def2-TZVPD) for C5H8N2O as an isolated structure.

Calculated values
LUMO	0.23	eV
Kohn-Sham gap	8.42	eV
F_max	6.5	eV Å⁻¹
total energy	-379.836116	Eh
energy above the lowest of the compared OMol25 structures with the same formula, charge and spin	158.2	kcal per mole
2S+1	1
highest occupied orbital energy	-0.301	hartree

XYZ file:
```
16
Properties=species:S:1:pos:R:3:forces:R:3
H -3.321 -1.117 -0.628 0.3 1.3 1.6
C -0.449 -0.398 -0.369 6.5 0.6 0.2
C -0.811 1.072 -0.474 -3.4 -0.5 3.6
C -2.639 -0.576 0.130 0.9 0.2 -0.5
H -0.041 2.011 -0.092 -2.7 -3.0 -1.9
H -3.183 1.546 0.476 3.6 -1.1 -2.5
H 2.159 -0.573 -1.515 -0.1 2.2 2.1
C -2.203 0.866 -0.137 -1.0 3.0 2.2
H 3.770 0.556 0.171 -1.2 -0.4 0.1
N 1.745 0.035 -0.689 2.5 -0.6 -0.4
O -1.392 -1.233 -0.100 -2.0 -1.9 0.4
H -2.925 -0.626 1.279 0.3 -0.2 -2.4
C 2.843 -0.005 0.505 0.7 -1.4 -3.5
H 3.136 -1.152 0.263 -0.5 2.4 2.5
H 2.531 0.512 1.480 -0.1 -1.7 -1.4
N 0.779 -0.919 -0.300 -3.7 1.1 0.1
```
Positions in Å, forces in eV/Å.



10.
Density functional theory data (wB97M-V/def2-TZVPD) for one molecule with the formula C5H8N2O.

Calculated values
LUMO	-0.08	eV
Kohn-Sham gap	8.26	eV
F_max	3.7	eV Å⁻¹
total energy	-379.956569	Eh
energy above the lowest of the compared OMol25 structures with the same formula, charge and spin	82.6	kcal per mole
2S+1	1
highest occupied orbital energy	-0.307	hartree

XYZ file:
```
16
Properties=species:S:1:pos:R:3:forces:R:3
C 0.208 -2.602 -0.973 -1.6 -2.4 1.0
O 0.295 -3.286 -1.965 0.6 0.1 -0.5
N 0.064 0.827 0.550 2.0 -1.6 2.6
H 0.692 2.365 1.716 0.4 0.2 0.3
C 0.061 -0.542 0.260 1.0 0.0 0.0
C 0.960 1.317 1.720 -2.8 -0.7 -1.0
H 0.198 -1.135 1.158 -0.4 -0.2 0.2
H 0.500 -0.664 -1.844 -0.9 -0.2 0.5
H -1.823 2.321 -1.619 0.4 -0.9 0.9
H -0.101 -3.143 -0.019 0.6 0.6 -0.3
N -0.588 1.773 -0.068 -0.4 1.1 -2.7
H 2.014 1.160 1.555 0.2 -0.2 -0.2
H -1.849 0.497 -1.157 0.6 -0.3 -0.4
C 0.186 -1.194 -0.922 0.9 2.7 -0.3
H 0.567 0.834 2.639 0.6 0.3 -0.4
C -1.383 1.470 -1.032 -1.1 1.6 0.2
```
Positions in Å, forces in eV/Å.